A:
Density functional theory data (the ωB97M-V functional and the def2-TZVPD basis) for CH3N3O2S in the gas phase.

Each line ends with the natural charge from an NBO analysis.
Positions of all 10 atoms, in Å:
1 C 0.9408 0.3468 -0.1775  0.741
2 N -1.8359 0.0696 1.1852  -0.771
3 N 0.1215 -0.1360 -1.1935  -0.378
4 N 0.8031 -0.2951 0.9777  -0.830
5 O 1.8442 1.0853 -0.5662  -0.635
6 O -1.1706 -0.7155 -1.2769  -0.554
7 S -2.3695 -0.4884 -0.0438  1.216
8 H 0.4135 0.5840 -1.9180  0.403
9 H 1.4225 0.0372 1.7588  0.403
10 H -0.1695 -0.4879 1.2541  0.405

The HOMO energy comes out at -9.66 eV. As for the charge: 0. The value obtained for the orbital gap is 8.14 eV.

---

B:
Density functional theory data (the ωB97M-V functional and the def2-TZVPD basis) for CH3N3O2S in the gas phase.

Each line ends with the natural charge from an NBO analysis.
Positions of all 10 atoms, in Å:
1 H -0.2441 -2.0560 -0.6538  0.376
2 N 0.0250 -1.0941 -0.4614  -0.375
3 N -0.9112 -0.3173 -0.2033  0.356
4 O -2.1058 -0.5618 -0.1846  -0.427
5 C -0.4798 1.0445 0.1807  -0.431
6 S 1.2513 1.2533 -0.3147  0.308
7 N 1.5760 -0.3030 0.4549  0.016
8 O 2.5987 -0.8696 0.2389  -0.329
9 H -1.1158 1.7720 -0.3210  0.258
10 H -0.5942 1.1321 1.2642  0.248

The HOMO energy comes out at -8.59 eV. As for the charge: 0. The value obtained for the orbital gap is 8.53 eV. As for the SMILES: [H]/N=[N+](\[O-])CSN=O.

---

C:
Density functional theory data (the ωB97M-V functional and the def2-TZVPD basis) for a 2-piece molecular cluster, CH3N3O2S overall.

Each line ends with the natural charge from an NBO analysis.
Positions of all 10 atoms, in Å:
1 H 1.4106 -0.9034 -0.5529  0.364
2 N 0.5680 -0.4241 -0.7760  -0.483
3 N -0.3899 -1.2217 -0.7182  0.563
4 O -0.3522 -2.4403 -0.5614  -0.389
5 O -1.6685 -0.6397 -0.9067  -0.499
6 H -1.5834 0.1843 -0.5200  0.480
7 N 0.8223 1.9172 0.6421  -0.673
8 C 0.3093 0.9370 1.1555  0.182
9 S -0.4004 0.0618 2.2221  0.004
10 H 1.2842 2.5289 0.0154  0.451

The HOMO energy comes out at -9.74 eV. As for the charge: 0. The value obtained for the orbital gap is 9.79 eV. As for the SMILES: [H]/N=[N+](\[O-])O.N=C=S.

---

D:
Density functional theory data (the ωB97M-V functional and the def2-TZVPD basis) for CH3N3O2S in the gas phase.

Each line ends with the natural charge from an NBO analysis.
Positions of all 10 atoms, in Å:
1 N 0.5904 -0.5120 1.1848  -0.813
2 C -0.1670 -0.0165 0.1988  0.642
3 N -1.0163 0.8804 0.4482  -0.677
4 S -2.0665 1.5112 -0.6345  0.204
5 O -0.1440 -0.6254 -1.0494  -0.381
6 N 0.8229 -1.3879 -1.6579  0.409
7 O 1.8560 -1.6157 -1.1020  -0.301
8 H 1.0477 0.2203 1.7720  0.406
9 H 1.2337 -1.2457 1.0267  0.400
10 H -2.1568 2.7912 -0.1867  0.110

The HOMO energy comes out at -8.31 eV. As for the charge: 0. The value obtained for the orbital gap is 7.71 eV. As for the SMILES: N/C(=N/S)ON=O.

---

Stability, lowest: B

---

A:
Density functional theory data (the ωB97M-V functional and the def2-TZVPD basis) for C4H11N3S in the gas phase.

Each line ends with the natural charge from an NBO analysis.
Positions of all 19 atoms, in Å:
1 C 2.4592 -1.0791 0.1010  -0.434
2 N 1.0647 -1.3422 -0.2331  -0.524
3 C 0.2942 -0.4136 -0.6671  0.567
4 N 0.6018 0.9254 -0.9228  -0.661
5 C 1.0423 1.8131 0.1471  -0.411
6 N -0.9944 -0.8420 -1.0879  -0.790
7 S -2.3519 0.0950 -0.7423  0.365
8 C -3.1457 -0.3762 0.8288  -0.761
9 H 2.6373 -0.9831 1.1826  0.193
10 H 2.7789 -0.1036 -0.3122  0.176
11 H 3.0412 -1.9086 -0.2628  0.203
12 H 0.0094 1.3878 -1.6014  0.396
13 H 2.0366 2.1956 -0.1166  0.193
14 H 1.1059 1.2704 1.1096  0.207
15 H 0.3387 2.6573 0.2873  0.199
16 H -1.0399 -1.8771 -1.0284  0.411
17 H -3.4421 -1.4020 0.7262  0.215
18 H -4.0161 0.2505 0.9552  0.237
19 H -2.4200 -0.2677 1.6368  0.218

The HOMO energy comes out at -8.39 eV. As for the charge: 0. The value obtained for the orbital gap is 9.25 eV. As for the SMILES: C/N=C(\NC)NSC.

---

B:
Density functional theory data (the ωB97M-V functional and the def2-TZVPD basis) for C4H11N3S in the gas phase.

Each line ends with the natural charge from an NBO analysis.
Positions of all 19 atoms, in Å:
1 C -0.1363 2.5787 -0.1801  -0.407
2 N -0.5735 1.3114 0.2793  -0.637
3 C -0.2434 0.2257 -0.6854  -0.234
4 C -0.3945 -1.1972 -0.0185  -0.139
5 N -1.6540 -1.4126 0.6290  -0.816
6 C 0.6916 -1.3402 0.9935  0.116
7 N 1.8974 -1.6701 0.8061  -0.551
8 S 2.4421 -1.8931 -0.7826  0.129
9 H -0.5305 2.8425 -1.1838  0.161
10 H 0.9887 2.6449 -0.2776  0.191
11 H -0.3902 3.3410 0.5552  0.202
12 H -1.5744 1.4427 0.4252  0.352
13 H 0.7821 0.4007 -1.0592  0.210
14 H -0.8634 0.1455 -1.5970  0.170
15 H -0.2252 -1.8790 -0.8549  0.213
16 H -2.4371 -1.3592 -0.0263  0.358
17 H -1.9042 -0.6333 1.2707  0.359
18 H 0.4757 -1.1765 2.0554  0.193
19 H 3.6491 -2.3717 -0.3492  0.130

The HOMO energy comes out at -8.79 eV. As for the charge: 0. The value obtained for the orbital gap is 9.64 eV. As for the SMILES: CNC[C@H](N)/C=N\S.

---

Stability, lowest: B

---

A:
Density functional theory data (the ωB97M-V functional and the def2-TZVPD basis) for a 5-piece molecular cluster, C2H16NO4S overall.

Each line ends with the natural charge from an NBO analysis.
Positions of all 24 atoms, in Å:
1 C -0.2210 -0.1090 -0.7428  -0.263
2 C -0.9989 -1.3299 -0.2378  -0.503
3 S -1.5737 -2.4567 -1.6803  -0.015
4 N 0.3951 0.6884 0.3932  -0.721
5 H -0.7606 0.5048 -1.4022  0.251
6 H 0.4552 -0.2570 -1.5561  0.250
7 H -1.9832 -0.9545 0.0687  0.237
8 H -0.6586 -1.9972 0.4696  0.231
9 H -0.5660 -3.1178 -2.0217  0.112
10 H -0.0987 1.6547 0.6656  0.487
11 H 1.3038 0.9525 0.0347  0.459
12 H 0.5927 0.2561 1.3408  0.449
13 H 4.2463 -1.1874 0.6318  0.490
14 H 3.0649 -2.1249 0.7676  0.476
15 O 3.2842 -1.2113 0.8768  -0.965
16 H 1.8283 3.1858 -1.8697  0.476
17 H 2.5968 2.1163 -2.3285  0.480
18 O 1.6796 2.2467 -2.0814  -0.951
19 H -0.1736 -0.5321 3.4271  0.466
20 H -1.6620 -0.5316 4.1187  0.502
21 O -0.8395 -0.0877 3.8903  -0.964
22 H -2.0295 3.8196 0.4375  0.496
23 H -0.5769 4.2318 0.1960  0.475
24 O -1.1050 3.6900 0.6938  -0.956

The HOMO energy comes out at -12.62 eV. As for the charge: +1. The value obtained for the orbital gap is 9.47 eV.

---

B:
Density functional theory data (the ωB97M-V functional and the def2-TZVPD basis) for a 5-piece molecular cluster, C2H16NO4S overall.

Each line ends with the natural charge from an NBO analysis.
Positions of all 24 atoms, in Å:
1 C -0.7132 0.1612 -0.9078  -0.223
2 C -0.3595 1.4386 -0.1999  -0.536
3 S -1.8616 2.0334 0.7703  -0.040
4 N 0.4449 -0.9206 -0.6661  -0.670
5 H -0.6854 0.3465 -2.1203  0.238
6 H -1.7365 -0.2941 -0.7840  0.251
7 H 0.0565 2.0979 -0.9292  0.256
8 H 0.4969 1.1946 0.5225  0.210
9 H -1.6104 3.3552 0.7944  0.162
10 H 0.3743 -1.6480 -1.2958  0.441
11 H 0.1301 -1.1653 0.2082  0.447
12 H 1.4064 -0.6588 -0.5290  0.438
13 H -2.4486 -0.9031 1.0080  0.505
14 H -1.5098 -1.7661 1.9472  0.495
15 O -1.5823 -1.2780 1.2015  -0.981
16 H 5.8836 -2.9921 2.3652  0.483
17 H 5.1112 -4.1587 1.5531  0.478
18 O 5.0308 -3.3146 2.1372  -0.960
19 H -2.5914 4.2659 -1.9889  0.486
20 H -1.2129 4.7401 -2.6885  0.484
21 O -1.7961 3.9984 -2.4942  -0.969
22 H 2.3863 -3.4652 0.1232  0.497
23 H 1.7941 -4.1630 -1.1456  0.503
24 O 1.7553 -3.2151 -0.6016  -0.995

The HOMO energy comes out at -12.56 eV. As for the charge: +1. The value obtained for the orbital gap is 9.67 eV.

---

Stability, lowest: B

---

A:
Density functional theory data (the ωB97M-V functional and the def2-TZVPD basis) for C6H12O4 as an isolated structure.

Each line ends with the natural charge from an NBO analysis.
Positions of all 22 atoms, in Å:
1 C 1.3966 0.8927 -1.1699  0.514
2 C -0.7580 1.4576 0.1538  -0.833
3 C 0.7984 0.1194 -2.2362  -0.830
4 O 2.1446 0.4144 -0.2221  -0.606
5 H 1.9186 -0.5405 -0.0250  0.526
6 H 1.4195 1.9740 -1.2132  0.197
7 H 0.6027 0.7369 -3.1095  0.250
8 H -1.0896 1.8931 -0.7893  0.189
9 H -1.5364 1.5969 0.8963  0.239
10 H 0.1231 1.9517 0.5570  0.188
11 H 1.4179 -0.7389 -2.5030  0.252
12 H -0.2067 -0.4199 -1.8500  0.391
13 C -1.1657 -0.5098 0.3616  0.621
14 C -0.0561 -0.9631 1.2856  0.220
15 C 0.0891 -0.6979 2.5742  -0.474
16 O -2.3776 -0.4067 1.0375  -0.733
17 O 0.8739 -1.7211 0.5855  -0.736
18 O -1.1831 -1.1180 -0.7733  -0.812
19 H -3.0584 -0.7326 0.4337  0.491
20 H 0.3667 -2.0056 -0.2084  0.514
21 H 0.9281 -1.0868 3.1327  0.209
22 H -0.6477 -0.0959 3.0821  0.223

The HOMO energy (spin up / spin down) comes out at -7.92 / -7.92 eV. As for the charge: 0. The value obtained for the orbital gap (spin up / spin down) is 7.36 / 7.36 eV.

---

B:
Density functional theory data (the ωB97M-V functional and the def2-TZVPD basis) for a 2-piece molecular cluster, C6H12O4 overall.

Each line ends with the natural charge from an NBO analysis.
Positions of all 22 atoms, in Å:
1 C -1.0035 -2.6003 1.5172  -0.613
2 C -0.9335 -1.3578 0.6229  -0.019
3 O -1.3708 -1.7111 -0.6656  -0.725
4 C 0.5111 -0.9125 0.6020  0.451
5 O 0.9844 -0.0492 1.3138  -0.580
6 H -2.0318 -2.9498 1.5511  0.229
7 H -0.6630 -2.3683 2.5231  0.217
8 H -0.3868 -3.3899 1.0941  0.212
9 H -1.5569 -0.5606 1.0512  0.186
10 H -1.5964 -0.8966 -1.1432  0.502
11 H 1.1434 -1.5308 -0.0598  0.120
12 C 1.8316 1.0406 -1.4742  -0.271
13 O 0.4635 0.6669 -1.4715  -0.523
14 C -0.4948 1.4576 -0.9053  0.818
15 C -0.0448 2.5070 0.0516  -0.763
16 O -1.6415 1.1092 -1.0522  -0.603
17 H 1.9766 2.0209 -1.9314  0.184
18 H 2.2381 1.0471 -0.4590  0.203
19 H 2.3404 0.2823 -2.0668  0.208
20 H 0.5128 1.9539 0.8708  0.287
21 H -0.9144 3.0281 0.4458  0.248
22 H 0.6363 3.2134 -0.4146  0.232

The HOMO energy comes out at -9.66 eV. As for the charge: 0. The value obtained for the orbital gap is 10.45 eV. As for the SMILES: C[C@H](O)C=O.COC(C)=O.

---

Stability, lowest: A

---

A:
Density functional theory data (the ωB97M-V functional and the def2-TZVPD basis) for an isolated ion of composition C3H8N3S and charge +1.

Each line ends with the natural charge from an NBO analysis.
Positions of all 15 atoms, in Å:
1 H -2.5953 2.7778 -0.6528  0.428
2 N -1.7010 2.3602 -0.2712  -0.664
3 C -1.1921 1.2741 -0.4283  0.286
4 N -0.0630 0.8957 0.2757  -0.495
5 N 0.1463 -0.5587 0.3185  -0.203
6 C 1.4128 -0.9255 0.9193  -0.449
7 C -0.0097 -0.9557 -1.0535  -0.321
8 S -1.5654 0.0032 -1.6596  0.255
9 H 0.1148 1.5659 1.0121  0.447
10 H -0.6185 -0.8602 0.9468  0.443
11 H 2.2802 -0.6145 0.1699  0.256
12 H 1.5069 -0.3371 1.8678  0.254
13 H 1.5063 -2.0274 1.1278  0.269
14 H 0.9240 -0.5703 -1.4117  0.233
15 H -0.1465 -2.0276 -1.1606  0.262

The HOMO energy comes out at -13.77 eV. As for the charge: +1. The value obtained for the orbital gap is 10.20 eV. As for the SMILES: [H]/N=C1/N[N@H+](C)CS1.

---

B:
Density functional theory data (the ωB97M-V functional and the def2-TZVPD basis) for an isolated ion of composition C3H8N3S and charge +1.

Each line ends with the natural charge from an NBO analysis.
Positions of all 15 atoms, in Å:
1 C 0.9593 0.5412 -1.2338  -0.606
2 C -0.2722 -0.1964 -0.7295  -0.144
3 N -1.4902 0.6068 -0.9085  -0.718
4 S -2.5538 0.3477 0.3789  0.682
5 N -1.1492 -0.0618 1.3765  -0.672
6 C -0.0853 -0.4582 0.6895  0.552
7 N 0.9656 -1.0361 1.2723  -0.747
8 H 1.2659 1.3474 -0.6301  0.225
9 H 0.5898 0.9781 -2.1656  0.247
10 H 1.8007 -0.0612 -1.3538  0.236
11 H -0.4269 -1.0833 -1.2653  0.250
12 H -1.2812 1.5682 -0.9885  0.388
13 H -1.0684 -0.1665 2.3556  0.424
14 H 1.7557 -1.5466 0.8791  0.459
15 H 0.9902 -0.7793 2.3231  0.425

The HOMO energy comes out at -13.25 eV. As for the charge: +1. The value obtained for the orbital gap is 9.40 eV. As for the SMILES: C[C@@H]1NSNC1=[NH2+].

---

Stability, lowest: A